[1]
Entry from OMol25: a molecular structure, C46H45LaN4O2S at a distorted geometry (ωB97M-V with the def2-TZVPD basis set).

```
99
Properties=species:S:1:pos:R:3:mulliken_charge:R:1
La -0.221 -0.821 -0.451 0.286
O -2.205 -1.025 0.080 0.958
C -3.343 -0.370 0.488 3.601
C -3.081 1.177 0.519 -0.371
C -2.816 1.713 -0.850 -0.252
C -3.829 2.349 -1.555 -0.889
C -3.551 2.858 -2.809 -1.036
C -2.278 2.700 -3.324 -0.753
C -1.316 2.019 -2.583 -0.159
C 0.068 1.857 -3.150 -1.501
C 0.694 0.425 -3.136 2.606
O 1.048 0.083 -1.845 -0.940
C 1.942 0.503 -4.046 -0.270
C 1.818 0.691 -5.421 -0.424
C 2.939 0.727 -6.234 -1.078
C 4.206 0.574 -5.686 -0.535
C 4.338 0.384 -4.320 -0.996
C 3.211 0.351 -3.509 0.250
C -0.202 -0.669 -3.771 -0.275
C 0.357 -1.947 -3.852 0.134
C -0.320 -2.996 -4.448 -0.779
C -1.585 -2.793 -4.980 -0.889
C -2.147 -1.530 -4.925 -0.673
C -1.459 -0.475 -4.334 -0.253
N -1.580 1.546 -1.356 0.724
C -3.677 -0.871 1.903 -0.452
C -3.416 -0.145 3.058 -0.332
C -3.606 -0.709 4.314 -0.840
C -4.053 -2.014 4.432 -0.585
C -4.314 -2.751 3.284 -0.835
C -4.128 -2.184 2.035 -0.413
C -4.524 -0.614 -0.458 -0.528
C -4.309 -1.155 -1.719 0.800
C -5.370 -1.341 -2.594 -1.141
C -6.658 -0.994 -2.215 -0.647
C -6.881 -0.456 -0.954 -0.913
C -5.820 -0.268 -0.083 -0.622
H -2.194 1.318 1.135 -1.039
H -3.930 1.688 0.970 0.828
H -4.812 2.443 -1.114 0.532
H -4.316 3.374 -3.376 0.423
H -2.029 3.091 -4.302 0.512
H 0.762 2.447 -2.544 0.479
H 0.088 2.255 -4.163 0.483
H 0.833 0.781 -5.867 0.345
H 2.826 0.863 -7.302 0.413
H 5.081 0.599 -6.323 0.379
H 5.324 0.258 -3.889 0.425
H 3.299 0.192 -2.442 0.243
H 1.360 -2.101 -3.476 0.519
H 0.142 -3.974 -4.492 0.576
H -2.116 -3.612 -5.447 0.437
H -3.128 -1.354 -5.350 0.573
H -1.915 0.501 -4.355 0.221
H -3.072 0.881 3.005 0.357
H -3.399 -0.121 5.200 0.440
H -4.195 -2.455 5.410 0.413
H -4.656 -3.776 3.361 0.412
H -4.323 -2.763 1.140 0.377
H -3.305 -1.441 -2.006 0.014
H -5.192 -1.767 -3.575 0.478
H -7.486 -1.145 -2.896 0.419
H -7.886 -0.196 -0.645 0.415
H -5.991 0.145 0.906 0.403
C 2.908 0.687 1.318 -1.019
C 1.972 1.795 0.838 -0.628
N 0.579 1.475 1.156 0.231
C 0.192 1.707 2.542 -0.724
C 0.478 0.550 3.517 -1.091
S 0.272 -1.143 2.852 0.124
C 1.979 -1.798 2.934 -0.969
C 2.768 -1.756 1.612 -0.503
N 2.433 -0.593 0.809 0.282
H 2.915 0.654 2.408 0.313
H 3.934 0.913 1.005 0.476
H 2.053 1.862 -0.248 -0.089
H 2.281 2.754 1.275 0.596
H -0.017 2.024 0.544 0.051
H -0.880 1.897 2.564 0.216
H 0.686 2.603 2.945 0.380
H -0.223 0.621 4.348 0.642
H 1.481 0.611 3.936 0.614
H 1.865 -2.834 3.248 0.552
H 2.494 -1.265 3.732 0.396
H 2.518 -2.643 1.028 0.174
H 3.838 -1.806 1.859 0.387
H 2.747 -0.710 -0.149 -0.029
N -0.055 -8.148 -3.330 -0.583
C -0.052 -7.116 -2.822 -0.124
C -0.042 -5.831 -2.198 0.556
C 1.163 -5.159 -1.986 -1.023
C 1.146 -3.895 -1.419 0.469
C -0.031 -3.237 -1.015 -0.645
C -1.216 -3.972 -1.214 0.288
C -1.236 -5.227 -1.801 -0.974
H 2.094 -5.624 -2.290 0.408
H 2.106 -3.390 -1.303 0.373
H -2.166 -3.548 -0.899 0.334
H -2.171 -5.753 -1.958 0.477
```

The total energy comes out at -2579.25121 Ha. The energy above the lowest of the compared OMol25 structures with the same formula, charge and spin is 9.2 kcal/mol. Its multiplicity is 1. As for the charge: 0. The value obtained for the LUMO energy is 0.1 eV. For the HOMO-LUMO gap, the calculation gives 7.895 eV.



[2]
Entry from OMol25: a molecular structure, C46H46MnN6O4P2S at a distorted geometry (ωB97M-V with the def2-TZVPD basis set).

```
106
Properties=species:S:1:pos:R:3:lowdin_spin:R:1
Mn -0.024 -0.758 0.336 4.558
N -1.307 -1.042 2.668 0.046
C -1.318 -2.488 2.930 0.003
C -0.147 -3.235 2.271 0.014
O 0.307 -4.231 2.841 0.019
N 0.241 -2.741 1.088 0.058
C 1.329 -3.464 0.445 0.006
C 2.132 -2.526 -0.480 0.010
O 3.242 -2.852 -0.869 0.011
O 1.508 -1.438 -0.789 0.081
H -0.706 -0.594 3.346 0.000
H -2.236 -0.661 2.790 0.001
H -2.235 -2.911 2.519 0.000
H -1.288 -2.720 3.998 0.001
H 0.940 -4.268 -0.194 0.000
H 1.991 -3.919 1.183 0.001
O -0.011 3.488 -1.262 0.013
S -0.424 2.396 -0.347 0.025
C -2.240 2.494 -0.392 0.001
C -2.810 3.745 -0.586 0.001
C -4.178 3.879 -0.720 0.000
C -4.980 2.746 -0.724 0.001
C -4.406 1.493 -0.625 0.001
C -3.025 1.336 -0.454 0.009
P -2.320 -0.364 -0.333 0.046
C -3.614 -1.122 0.766 0.003
C -3.873 -2.489 0.680 0.001
C -4.847 -3.078 1.472 0.000
C -5.554 -2.320 2.390 0.000
C -5.267 -0.970 2.526 0.000
C -4.303 -0.377 1.726 0.001
C -2.842 -1.216 -1.877 0.005
C -3.777 -0.776 -2.808 0.001
C -4.099 -1.573 -3.897 0.000
C -3.512 -2.819 -4.059 0.000
C -2.568 -3.259 -3.144 0.000
C -2.220 -2.452 -2.073 0.004
C 0.067 3.116 1.255 0.001
C -0.241 4.443 1.526 0.001
C 0.481 5.148 2.469 0.000
C 1.561 4.549 3.104 0.001
C 1.849 3.219 2.863 0.001
C 1.086 2.472 1.964 0.008
P 1.418 0.669 1.777 0.038
C 1.401 0.100 3.521 0.003
C 0.873 0.798 4.604 0.001
C 0.870 0.216 5.865 0.000
C 1.371 -1.063 6.051 0.001
C 1.874 -1.775 4.970 0.000
C 1.889 -1.196 3.714 0.001
C 3.231 0.690 1.490 0.003
C 4.176 0.676 2.516 0.001
C 5.527 0.683 2.210 0.000
C 5.948 0.701 0.888 0.000
C 5.013 0.719 -0.134 0.000
C 3.661 0.721 0.167 0.000
H -2.163 4.607 -0.674 0.000
H -4.618 4.860 -0.834 0.000
H -6.053 2.836 -0.827 0.000
H -5.034 0.614 -0.666 0.000
H -3.314 -3.100 -0.012 0.000
H -5.049 -4.137 1.377 0.000
H -6.326 -2.776 2.994 0.000
H -5.795 -0.373 3.258 0.000
H -4.106 0.681 1.843 0.000
H -4.234 0.199 -2.722 0.000
H -4.814 -1.217 -4.628 0.000
H -3.779 -3.434 -4.909 0.000
H -2.085 -4.219 -3.271 0.000
H -1.435 -2.759 -1.385 0.003
H -1.027 4.936 0.974 0.000
H 0.230 6.180 2.673 0.000
H 2.182 5.123 3.779 0.000
H 2.690 2.749 3.354 0.000
H 0.468 1.792 4.469 0.000
H 0.469 0.769 6.705 0.000
H 1.369 -1.507 7.038 0.000
H 2.243 -2.783 5.102 0.000
H 2.280 -1.744 2.864 0.000
H 3.870 0.636 3.552 0.000
H 6.252 0.663 3.014 0.000
H 7.006 0.689 0.659 0.000
H 5.333 0.718 -1.167 0.000
H 2.926 0.721 -0.624 0.000
C 1.519 0.957 -2.932 0.000
N 1.929 1.289 -4.297 0.000
C 2.058 0.043 -5.051 0.000
N 0.803 -0.711 -5.068 0.000
C 0.410 -0.990 -3.685 0.000
N 0.231 0.237 -2.886 0.011
C -0.773 1.071 -3.571 0.000
N -0.406 1.390 -4.949 0.000
C 0.881 2.094 -4.923 0.000
C -0.225 0.131 -5.675 0.000
H 1.442 1.882 -2.362 0.000
H 2.278 0.304 -2.501 0.000
H 2.838 -0.572 -4.596 0.000
H 2.345 0.278 -6.079 0.000
H 1.175 -1.603 -3.209 0.000
H -0.529 -1.539 -3.710 0.000
H -0.894 2.011 -3.033 0.000
H -1.722 0.541 -3.590 0.000
H 0.762 3.026 -4.366 0.000
H 1.174 2.319 -5.951 0.000
H 0.068 0.360 -6.703 0.000
H -1.173 -0.414 -5.688 0.000
```

The total energy comes out at -4641.93454 Ha. Its multiplicity is 6. As for the charge: 0. The expectation value of S² is 8.76. The value obtained for the LUMO energy (alpha / beta) is -0.3 / -0.4 eV. For the HOMO-LUMO gap (alpha / beta), the calculation gives 7.226 / 7.287 eV.



[3]
Entry from OMol25: a molecular structure, C46H47N6O6P2RhS (ωB97M-V with the def2-TZVPD basis set).

```
109
Properties=species:S:1:pos:R:3:lowdin_spin:R:1
Rh 0.741 -0.997 -0.487 2.476
N 0.476 -1.137 1.778 0.082
C -0.382 -2.257 2.186 0.004
C -1.105 -2.066 3.523 0.004
C -1.942 -0.798 3.699 0.001
C -3.116 -0.675 2.731 0.000
N -3.963 -1.865 2.692 0.000
C -4.796 -2.240 3.645 0.000
N -5.197 -3.515 3.685 0.000
N -5.270 -1.370 4.544 0.000
C -1.282 -2.711 1.016 0.008
O -2.315 -3.347 1.280 0.009
O -0.875 -2.461 -0.151 0.101
H 1.280 -1.047 2.388 0.002
H -0.019 -0.246 1.814 0.001
H 0.296 -3.109 2.322 0.000
H -0.360 -2.093 4.322 0.000
H -1.733 -2.946 3.673 0.001
H -1.323 0.097 3.586 0.000
H -2.300 -0.770 4.732 0.000
H -2.753 -0.549 1.711 0.000
H -3.719 0.212 2.941 0.000
H -3.546 -2.630 2.129 0.000
H -4.729 -4.198 3.111 0.000
H -5.896 -3.832 4.333 0.000
H -5.129 -0.385 4.406 0.000
H -5.929 -1.654 5.247 0.000
O 1.069 1.186 -0.005 0.062
P 0.786 2.148 -1.136 0.011
C -0.963 2.649 -1.141 0.000
P -2.133 1.307 -0.745 0.005
O -1.450 0.125 -0.121 0.039
C -2.941 0.818 -2.264 0.000
C -3.496 1.738 -3.153 0.000
C -4.102 1.292 -4.314 0.000
C -4.159 -0.070 -4.587 0.000
C -3.617 -0.987 -3.700 0.000
C -3.005 -0.548 -2.533 0.000
C -3.369 2.017 0.352 0.002
C -3.002 2.826 1.427 0.001
C -3.953 3.246 2.343 0.000
C -5.277 2.852 2.196 0.001
C -5.649 2.036 1.137 0.000
C -4.698 1.617 0.218 0.001
C 1.094 1.419 -2.747 0.008
C 0.531 0.172 -3.027 0.017
C 0.760 -0.456 -4.241 0.009
C 1.558 0.166 -5.190 -0.001
C 2.129 1.399 -4.916 0.008
C 1.905 2.025 -3.700 -0.001
C 1.678 3.682 -0.967 0.003
C 2.596 3.798 0.072 0.001
C 3.272 4.994 0.261 0.000
C 3.031 6.069 -0.580 0.000
C 2.105 5.961 -1.610 0.000
C 1.421 4.772 -1.798 0.001
H -1.208 3.058 -2.124 0.000
H -1.064 3.457 -0.415 0.000
H -3.468 2.800 -2.940 0.000
H -4.533 2.001 -5.007 0.000
H -4.633 -0.415 -5.495 0.000
H -3.674 -2.046 -3.913 0.000
H -2.577 -1.251 -1.827 0.000
H -1.972 3.133 1.566 0.000
H -3.664 3.888 3.164 0.000
H -6.023 3.197 2.900 0.000
H -6.681 1.738 1.014 0.000
H -4.994 0.987 -0.612 0.000
H -0.159 -0.303 -2.318 0.007
H 0.315 -1.420 -4.444 0.000
H 1.737 -0.310 -6.144 0.000
H 2.766 1.873 -5.651 0.000
H 2.394 2.964 -3.485 0.000
H 2.775 2.953 0.720 0.000
H 3.985 5.087 1.069 0.000
H 3.561 7.000 -0.431 0.000
H 1.916 6.802 -2.262 0.000
H 0.700 4.697 -2.605 0.000
O 5.486 -0.402 -1.148 0.016
S 4.256 0.081 -0.603 0.026
O 3.593 1.163 -1.261 0.006
N 3.138 -1.188 -0.558 0.351
C 3.588 -2.429 -0.556 0.084
C 4.874 -2.868 -0.140 0.183
C 5.236 -4.203 -0.209 0.005
C 4.370 -5.150 -0.722 0.238
C 3.066 -4.778 -1.152 0.015
C 2.164 -5.700 -1.716 0.029
C 0.932 -5.261 -2.126 -0.008
C 0.601 -3.913 -1.939 0.031
N 1.432 -3.032 -1.412 0.069
C 2.655 -3.445 -1.034 0.066
C 4.510 0.509 1.088 0.006
C 5.229 1.680 1.309 0.002
C 5.491 2.073 2.610 0.001
C 5.041 1.304 3.676 0.000
C 4.338 0.133 3.443 0.000
C 4.070 -0.272 2.142 0.002
H 5.580 -2.152 0.253 0.005
H 6.218 -4.499 0.133 -0.004
H 4.672 -6.186 -0.806 0.011
H 2.456 -6.736 -1.826 0.001
H 0.212 -5.928 -2.575 -0.001
H -0.380 -3.546 -2.205 0.002
H 5.577 2.272 0.474 0.000
H 6.055 2.977 2.794 0.000
H 5.256 1.612 4.690 0.000
H 4.008 -0.475 4.275 0.000
H 3.544 -1.198 1.952 0.000
```

The total energy comes out at -3752.20378 Ha. The energy above the lowest of the compared OMol25 structures with the same formula, charge and spin is 26.2 kcal/mol. Its multiplicity is 5. As for the charge: +2. The expectation value of S² is 6.05. The value obtained for the LUMO energy (alpha / beta) is -4.7 / -6.8 eV. For the HOMO-LUMO gap (alpha / beta), the calculation gives 8.208 / 6.743 eV.



[4]
Entry from OMol25: a molecular structure, C46H48N4O2P2Pr at a distorted geometry (ωB97M-V with the def2-TZVPD basis set).

```
103
Properties=species:S:1:pos:R:3:lowdin_spin:R:1
Pr 0.797 0.030 0.359 2.024
C -0.896 2.207 -1.452 0.001
P -1.943 0.857 -0.691 -0.003
C -2.853 1.463 0.798 0.000
C -3.991 2.265 0.845 0.000
C -4.634 2.500 2.052 0.000
C -4.169 1.924 3.226 0.000
C -3.041 1.121 3.195 0.000
C -2.392 0.903 1.990 0.000
C -3.281 0.774 -1.937 -0.001
C -3.807 -0.471 -2.266 0.000
C -4.854 -0.577 -3.170 0.000
C -5.388 0.563 -3.750 0.000
C -4.866 1.809 -3.432 0.000
C -3.815 1.915 -2.536 0.000
C -0.107 1.417 -2.454 -0.001
C -0.066 1.458 -3.828 0.000
C 0.757 0.378 -4.233 -0.001
C 1.158 -0.265 -3.082 0.000
C 1.918 -1.543 -2.925 0.000
P 1.173 -2.505 -1.529 -0.001
C -0.433 -3.097 -2.211 0.000
C -1.068 -2.521 -3.308 0.000
C -2.261 -3.051 -3.786 0.000
C -2.847 -4.140 -3.163 0.000
C -2.232 -4.710 -2.056 0.000
C -1.034 -4.196 -1.587 0.000
C 2.080 -4.103 -1.697 0.000
C 2.088 -4.761 -2.928 0.000
C 2.746 -5.969 -3.080 0.000
C 3.404 -6.546 -2.001 0.000
C 3.396 -5.911 -0.771 0.000
C 2.737 -4.697 -0.624 0.000
N 0.633 0.356 -1.980 -0.008
H -0.248 2.622 -0.688 0.000
H -1.471 3.006 -1.907 0.000
H -4.397 2.693 -0.059 0.000
H -5.520 3.122 2.071 0.000
H -4.687 2.092 4.161 0.000
H -2.672 0.665 4.106 0.000
H -1.495 0.286 1.954 0.000
H -3.392 -1.362 -1.813 0.000
H -5.252 -1.552 -3.421 0.000
H -6.211 0.485 -4.449 0.000
H -5.276 2.705 -3.881 0.000
H -3.415 2.895 -2.312 0.000
H -0.553 2.170 -4.476 0.000
H 1.005 0.103 -5.247 0.000
H 2.967 -1.379 -2.660 0.000
H 1.899 -2.117 -3.851 0.000
H -0.635 -1.659 -3.797 0.000
H -2.734 -2.591 -4.645 0.000
H -3.770 -4.557 -3.546 0.000
H -2.682 -5.566 -1.569 0.000
H -0.535 -4.694 -0.761 0.000
H 1.556 -4.335 -3.770 0.000
H 2.738 -6.465 -4.042 0.000
H 3.915 -7.493 -2.118 0.000
H 3.897 -6.358 0.078 0.000
H 2.729 -4.224 0.349 0.000
C 4.689 2.435 -0.061 0.000
C 3.675 1.657 0.736 0.002
O 2.847 0.979 0.089 -0.001
C 3.705 1.706 2.175 0.000
C 4.802 2.308 2.835 0.001
C 4.900 2.343 4.197 0.000
C 3.875 1.778 4.972 0.001
C 2.785 1.202 4.376 0.000
C 2.650 1.137 2.965 0.000
O 1.605 0.571 2.459 -0.007
H 4.427 2.373 -1.114 0.000
H 5.683 2.005 0.074 0.000
H 4.724 3.478 0.248 0.000
H 5.600 2.735 2.242 0.000
H 5.758 2.796 4.674 0.000
H 3.948 1.798 6.052 0.000
H 1.990 0.772 4.973 0.000
N -0.832 -2.148 1.134 -0.001
C -0.041 -3.157 1.871 0.000
C 1.060 -2.476 2.673 0.000
N 2.065 -1.924 1.748 -0.002
H -1.602 -1.849 1.723 0.000
H -1.256 -2.587 0.322 0.000
H 0.427 -3.825 1.146 0.000
H -0.665 -3.758 2.537 0.000
H 1.489 -3.180 3.391 0.000
H 0.631 -1.645 3.236 0.000
H 2.608 -2.680 1.352 0.000
H 2.716 -1.353 2.275 0.000
C -0.850 6.505 3.344 0.000
C -0.362 5.230 2.727 0.000
C -0.541 3.998 3.341 0.000
C -0.118 2.845 2.706 0.000
N 0.443 2.823 1.496 -0.001
C 0.670 4.017 0.935 0.000
C 0.298 5.221 1.500 0.000
H -1.187 6.346 4.366 0.000
H -1.686 6.898 2.763 0.000
H -0.067 7.264 3.344 0.000
H -1.016 3.931 4.312 0.000
H -0.205 1.896 3.213 0.000
H 1.179 4.016 -0.024 0.000
H 0.510 6.149 0.984 0.000
```

The total energy comes out at -3350.87828 Ha. Its multiplicity is 3. As for the charge: +1. The expectation value of S² is 2.00. The value obtained for the LUMO energy is -2.5 eV. For the HOMO-LUMO gap, the calculation gives 6.799 eV.